# C41H42LaN6PS

A molecular structure, C41H42LaN6PS (ωB97M-V/def2-TZVPD, the Open Molecules 2025 dataset).

Geometry (Å):
La (-0.41, 0.40, 0.88)
N (-3.09, 1.19, -0.05)
C (-3.27, 1.91, -1.30)
C (-4.25, 2.89, -1.39)
C (-4.43, 3.59, -2.57)
C (-3.63, 3.31, -3.67)
C (-2.65, 2.34, -3.58)
C (-2.45, 1.63, -2.40)
P (-1.10, 0.42, -2.16)
C (-1.73, -1.10, -2.94)
C (-0.85, -2.02, -3.53)
C (-1.33, -3.23, -4.02)
C (-2.68, -3.54, -3.92)
C (-3.56, -2.64, -3.34)
C (-3.09, -1.42, -2.85)
C (0.26, 1.02, -3.20)
C (0.37, 0.82, -4.57)
C (1.41, 1.38, -5.28)
C (2.36, 2.17, -4.63)
C (2.26, 2.39, -3.27)
C (1.22, 1.81, -2.56)
H (-3.55, 0.28, -0.12)
H (-3.59, 1.68, 0.68)
H (-4.88, 3.10, -0.53)
H (-5.20, 4.35, -2.63)
H (-3.78, 3.86, -4.60)
H (-2.01, 2.15, -4.44)
H (0.20, -1.78, -3.60)
H (-0.64, -3.92, -4.50)
H (-3.05, -4.48, -4.32)
H (-4.61, -2.87, -3.27)
H (-3.79, -0.71, -2.44)
H (-0.36, 0.21, -5.09)
H (1.49, 1.22, -6.35)
H (3.17, 2.61, -5.19)
H (2.99, 3.01, -2.76)
H (1.14, 2.00, -1.49)
S (-1.54, 4.24, 3.78)
C (-1.63, 4.91, 2.18)
C (-2.06, 6.17, 1.78)
C (-2.01, 6.47, 0.43)
C (-1.53, 5.55, -0.50)
C (-1.09, 4.30, -0.09)
C (-1.15, 3.98, 1.26)
N (-0.75, 2.76, 1.84)
C (-0.88, 2.78, 3.15)
C (-0.61, 1.62, 4.01)
C (-0.52, 1.79, 5.39)
C (-0.34, 0.70, 6.22)
C (-0.27, -0.57, 5.67)
C (-0.36, -0.74, 4.29)
C (-0.51, 0.34, 3.41)
H (-2.43, 6.89, 2.50)
H (-2.35, 7.45, 0.09)
H (-1.48, 5.82, -1.55)
H (-0.70, 3.59, -0.82)
H (-0.58, 2.79, 5.83)
H (-0.26, 0.83, 7.29)
H (-0.15, -1.44, 6.31)
H (-0.29, -1.75, 3.91)
C (2.07, -3.46, 2.37)
C (2.77, -4.10, 3.61)
N (4.13, -3.57, 3.72)
C (4.83, -3.78, 2.45)
C (4.15, -2.94, 1.33)
N (2.89, -2.37, 1.83)
C (3.20, -1.43, 2.92)
C (4.07, -2.14, 4.00)
H (1.08, -3.07, 2.63)
H (1.94, -4.21, 1.57)
H (2.81, -5.18, 3.52)
H (2.23, -3.85, 4.53)
H (4.81, -4.84, 2.22)
H (5.88, -3.49, 2.58)
H (3.93, -3.56, 0.45)
H (4.79, -2.12, 1.00)
H (2.26, -1.08, 3.34)
H (3.72, -0.57, 2.49)
H (3.64, -1.99, 5.00)
H (5.08, -1.75, 4.01)
C (-0.78, -3.36, -0.16)
C (0.48, -2.74, -0.68)
N (0.91, -1.51, -0.44)
C (2.11, -1.37, -1.13)
C (2.39, -2.52, -1.79)
N (1.35, -3.38, -1.47)
H (-1.21, -2.74, 0.64)
H (-0.58, -4.34, 0.27)
H (-1.52, -3.47, -0.95)
H (2.70, -0.46, -1.09)
H (3.22, -2.80, -2.40)
H (1.26, -4.33, -1.79)

Computed properties:
LUMO energy: -5.9688 eV
ΔE to the lowest compared entry with this formula, charge and spin: 28.43 kcal/mol
total charge: +2
Kohn-Sham gap: 0.2131 hartree
electronic energy: -73112.006 eV
highest occupied orbital energy: -11.77 eV

***

# C41H42N8O6PS2Sc

A molecular structure, C41H42N8O6PS2Sc (ωB97M-V/def2-TZVPD, the Open Molecules 2025 dataset).

Geometry (Å):
Sc (0.54, -1.53, -0.12)
N (0.64, 2.48, -2.80)
C (0.38, 1.22, -2.40)
N (1.22, 0.45, -1.79)
C (2.43, 0.98, -1.39)
N (3.29, 0.31, -0.70)
N (2.84, -0.97, -0.40)
C (3.75, -1.79, -0.08)
C (3.39, -3.20, 0.13)
C (4.31, -4.12, 0.60)
C (3.89, -5.43, 0.77)
C (2.59, -5.77, 0.43)
C (1.75, -4.78, -0.06)
N (2.13, -3.52, -0.19)
C (2.78, 2.35, -1.77)
C (4.00, 2.95, -1.44)
C (4.27, 4.25, -1.81)
C (3.31, 4.98, -2.52)
C (2.11, 4.41, -2.87)
C (1.84, 3.09, -2.49)
H (-0.15, 3.04, -3.08)
H (-0.61, 0.85, -2.64)
H (4.79, -1.47, 0.00)
H (5.31, -3.81, 0.86)
H (4.57, -6.18, 1.16)
H (2.22, -6.78, 0.55)
H (0.72, -5.00, -0.32)
H (4.72, 2.36, -0.88)
H (5.21, 4.70, -1.55)
H (3.52, 6.00, -2.81)
H (1.36, 4.97, -3.41)
O (-1.25, -5.07, 0.96)
C (-0.92, -3.94, 1.30)
O (-0.69, -3.00, 0.43)
C (-0.76, -3.59, 2.75)
C (-1.65, -4.21, 3.62)
C (-1.63, -3.96, 4.98)
C (-0.67, -3.09, 5.48)
C (0.23, -2.48, 4.63)
C (0.21, -2.70, 3.24)
S (1.44, -1.87, 2.30)
H (-2.37, -4.91, 3.20)
H (-2.34, -4.44, 5.64)
H (-0.62, -2.88, 6.54)
H (0.99, -1.81, 5.02)
N (-2.78, -1.60, -3.30)
C (-3.64, -0.49, -3.07)
C (-4.32, 0.14, -4.10)
C (-5.11, 1.24, -3.81)
C (-5.18, 1.74, -2.52)
C (-4.47, 1.13, -1.50)
C (-3.74, -0.02, -1.77)
S (-2.89, -0.93, -0.53)
N (-1.46, -1.26, -1.40)
C (-1.58, -1.63, -2.62)
C (-0.36, -2.09, -3.32)
C (-0.29, -2.23, -4.70)
C (0.89, -2.64, -5.28)
C (1.98, -2.90, -4.46)
C (1.82, -2.73, -3.09)
N (0.69, -2.34, -2.52)
H (-2.79, -1.97, -4.23)
H (-4.24, -0.23, -5.12)
H (-5.66, 1.73, -4.61)
H (-5.78, 2.62, -2.31)
H (-4.47, 1.52, -0.49)
H (-1.14, -1.99, -5.33)
H (0.97, -2.76, -6.35)
H (2.93, -3.22, -4.86)
H (2.65, -2.91, -2.42)
C (-2.24, -0.57, 2.88)
C (-1.81, 0.87, 3.12)
C (-2.82, 1.59, 4.00)
C (-0.42, 0.92, 3.73)
O (-1.87, 1.59, 1.84)
P (-0.80, 1.60, 0.67)
O (-1.49, 2.01, -0.59)
O (-0.03, 0.29, 0.66)
O (0.32, 2.67, 1.10)
C (0.20, 4.11, 1.21)
C (-0.54, 4.72, 0.03)
C (-0.52, 4.48, 2.50)
C (1.64, 4.60, 1.24)
H (-2.22, -1.13, 3.81)
H (-1.57, -1.06, 2.18)
H (-3.26, -0.60, 2.47)
H (-2.91, 1.07, 4.96)
H (-3.80, 1.60, 3.53)
H (-2.51, 2.61, 4.20)
H (-0.45, 0.40, 4.69)
H (-0.11, 1.94, 3.91)
H (0.31, 0.41, 3.10)
H (-1.58, 4.41, -0.01)
H (-0.07, 4.43, -0.91)
H (-0.49, 5.81, 0.11)
H (-1.53, 4.07, 2.52)
H (-0.58, 5.57, 2.58)
H (0.03, 4.11, 3.37)
H (2.14, 4.35, 0.30)
H (2.18, 4.12, 2.06)
H (1.67, 5.68, 1.38)

Computed properties:
LUMO energy: -0.5776 eV
ΔE to the lowest compared entry with this formula, charge and spin: 0.65 kcal/mol
total charge: 0
Kohn-Sham gap: 0.2163 hartree
electronic energy: -119075.427 eV
highest occupied orbital energy: -6.46 eV

***

# C41H43BF49NO9PS

6 unconnected molecules or ions with the total composition C41H43BF49NO9PS at a distorted geometry (ωB97M-V/def2-TZVPD, the Open Molecules 2025 dataset).

Geometry (Å):
C (-3.47, -5.01, -2.88)
B (-4.18, -4.42, -4.14)
O (-4.96, -5.12, -5.00)
C (-3.97, -2.87, -4.46)
C (-2.71, -2.41, -4.91)
C (-2.50, -1.03, -5.23)
P (-0.78, -0.72, -5.80)
O (0.06, -1.91, -5.55)
C (-3.57, -0.09, -5.12)
C (-3.44, 1.34, -5.53)
C (-2.54, 2.27, -4.67)
C (-1.57, 3.07, -5.53)
C (-0.98, 4.30, -4.84)
C (0.54, 4.37, -4.91)
F (0.99, 5.63, -4.81)
F (0.99, 3.88, -6.07)
C (1.17, 3.60, -3.72)
F (1.04, 4.38, -2.65)
F (0.45, 2.49, -3.50)
S (3.00, 3.06, -3.87)
F (3.48, 3.94, -2.67)
F (3.27, 4.25, -4.86)
F (2.53, 2.14, -5.08)
F (2.70, 1.87, -2.84)
F (4.45, 2.53, -4.07)
N (-4.77, -0.54, -4.63)
C (-5.90, 0.37, -4.35)
C (-5.60, 1.21, -3.13)
C (-5.32, 0.36, -1.88)
C (-3.87, 0.35, -1.53)
O (-3.27, 1.29, -1.25)
O (-3.34, -0.86, -1.62)
C (-4.98, -1.87, -4.33)
H (-3.78, -6.03, -2.67)
H (-2.39, -4.98, -3.02)
H (-3.68, -4.37, -2.03)
H (-4.64, -6.01, -5.16)
H (-1.87, -3.09, -5.01)
H (-0.91, -0.34, -7.14)
H (-0.38, 0.42, -5.09)
H (-4.40, 1.82, -5.60)
H (-3.06, 1.32, -6.55)
H (-2.02, 1.72, -3.90)
H (-3.20, 2.99, -4.19)
H (-2.09, 3.39, -6.43)
H (-0.77, 2.40, -5.86)
H (-1.35, 5.21, -5.31)
H (-1.26, 4.34, -3.79)
H (-6.76, -0.26, -4.16)
H (-6.09, 1.00, -5.21)
H (-4.74, 1.84, -3.30)
H (-6.42, 1.89, -2.94)
H (-5.86, 0.74, -1.03)
H (-5.66, -0.66, -2.01)
H (-2.45, -0.82, -1.23)
H (-5.97, -2.10, -3.98)
C (2.42, -0.76, 1.30)
C (3.33, -1.20, 0.15)
C (2.96, -0.74, -1.26)
F (1.76, -1.25, -1.63)
F (3.90, -1.18, -2.12)
F (3.50, -2.54, 0.15)
F (4.55, -0.63, 0.39)
O (1.46, -1.69, 1.74)
C (0.22, -1.74, 1.21)
C (-0.06, -3.10, 0.57)
F (0.82, -3.34, -0.41)
F (-1.30, -3.06, 0.04)
F (-0.04, -0.74, 0.34)
F (-0.67, -1.62, 2.22)
H (3.10, -0.65, 2.15)
H (1.99, 0.22, 1.11)
H (2.91, 0.35, -1.30)
H (0.00, -3.89, 1.33)
C (-8.52, 3.45, 3.09)
C (-9.13, 3.29, 1.69)
C (-10.06, 2.10, 1.45)
F (-9.37, 0.94, 1.59)
F (-10.51, 2.17, 0.18)
F (-8.17, 3.32, 0.75)
F (-9.92, 4.39, 1.51)
O (-7.19, 2.99, 3.24)
C (-6.90, 1.72, 3.57)
C (-6.08, 1.04, 2.48)
F (-6.78, 1.04, 1.32)
F (-5.84, -0.25, 2.83)
F (-8.00, 0.99, 3.87)
F (-6.12, 1.74, 4.67)
H (-8.45, 4.52, 3.24)
H (-9.18, 3.06, 3.86)
H (-10.91, 2.12, 2.13)
H (-5.13, 1.56, 2.34)
C (7.58, -2.07, -1.15)
C (7.35, -3.53, -1.55)
C (6.94, -4.52, -0.46)
F (7.91, -4.62, 0.47)
F (6.74, -5.73, -1.02)
F (8.42, -4.01, -2.22)
F (6.29, -3.52, -2.42)
O (8.91, -1.66, -0.96)
C (9.53, -1.76, 0.24)
C (10.77, -2.67, 0.16)
F (10.43, -3.90, -0.24)
F (11.31, -2.73, 1.39)
F (8.71, -2.15, 1.23)
F (10.01, -0.53, 0.56)
H (7.25, -1.50, -2.02)
H (6.93, -1.78, -0.32)
H (6.01, -4.19, 0.02)
H (11.49, -2.25, -0.55)
C (-9.01, -1.78, 7.54)
C (-9.91, -0.58, 7.22)
C (-9.22, 0.74, 6.89)
F (-8.52, 1.20, 7.94)
F (-10.18, 1.66, 6.59)
F (-10.81, -0.39, 8.21)
F (-10.59, -0.91, 6.08)
O (-8.81, -2.09, 8.89)
C (-7.80, -1.54, 9.61)
C (-8.34, -0.72, 10.79)
F (-9.14, 0.27, 10.33)
F (-7.29, -0.17, 11.44)
F (-6.96, -0.81, 8.86)
F (-7.09, -2.55, 10.16)
H (-9.56, -2.64, 7.15)
H (-8.07, -1.73, 6.99)
H (-8.57, 0.64, 6.03)
H (-8.91, -1.36, 11.47)
C (12.84, 0.30, 2.46)
C (12.41, 1.70, 2.89)
C (12.21, 2.75, 1.79)
F (13.37, 2.99, 1.15)
F (11.79, 3.90, 2.37)
F (13.24, 2.19, 3.83)
F (11.18, 1.56, 3.46)
O (14.20, -0.03, 2.58)
C (15.09, 0.21, 1.58)
C (16.19, 1.18, 2.04)
F (15.65, 2.35, 2.41)
F (17.02, 1.40, 0.99)
F (14.50, 0.64, 0.45)
F (15.72, -0.95, 1.30)
H (12.35, -0.37, 3.18)
H (12.44, 0.04, 1.48)
H (11.45, 2.41, 1.08)
H (16.75, 0.75, 2.87)

Computed properties:
LUMO energy: -3.9561 eV
total charge: +1
Kohn-Sham gap: 0.3113 hartree
electronic energy: -217084.329 eV
highest occupied orbital energy: -12.43 eV

***

# C41H43BN5O2OsPSi

A molecular structure, C41H43BN5O2OsPSi at a distorted geometry (ωB97M-V/def2-TZVPD, the Open Molecules 2025 dataset).

Geometry (Å):
Os (-1.11, 0.84, 0.12)
O (-1.40, 3.51, 1.12)
N (-1.76, 2.20, 1.51)
C (-2.51, 2.17, 2.53)
C (-3.03, 1.01, 3.24)
C (-3.74, 1.31, 4.41)
C (-4.32, 0.32, 5.19)
C (-4.21, -1.00, 4.80)
C (-3.50, -1.32, 3.66)
C (-2.90, -0.34, 2.88)
P (-1.94, -0.91, 1.44)
C (-3.11, -1.94, 0.52)
C (-2.67, -2.97, -0.31)
C (-3.58, -3.70, -1.06)
C (-4.93, -3.40, -1.01)
C (-5.38, -2.35, -0.21)
C (-4.47, -1.63, 0.55)
C (-0.72, -2.00, 2.23)
C (-0.76, -3.39, 2.25)
C (0.19, -4.11, 2.97)
C (1.18, -3.45, 3.67)
C (1.22, -2.06, 3.68)
C (0.28, -1.34, 2.95)
H (-2.09, 4.12, 1.40)
H (-2.80, 3.13, 2.94)
H (-3.83, 2.35, 4.71)
H (-4.85, 0.59, 6.10)
H (-4.68, -1.78, 5.39)
H (-3.40, -2.36, 3.36)
H (-1.61, -3.19, -0.38)
H (-3.22, -4.52, -1.67)
H (-5.64, -3.98, -1.59)
H (-6.43, -2.10, -0.19)
H (-4.83, -0.82, 1.18)
H (-1.54, -3.93, 1.72)
H (0.15, -5.19, 2.98)
H (1.91, -4.01, 4.24)
H (1.97, -1.54, 4.25)
H (0.29, -0.26, 2.94)
B (-2.68, 0.39, -2.38)
N (-2.01, 1.78, -2.53)
C (-2.06, 2.70, -3.50)
C (-1.28, 3.79, -3.12)
C (-0.80, 3.44, -1.86)
N (-1.25, 2.22, -1.52)
N (-1.53, -0.66, -2.35)
C (-1.28, -1.74, -3.09)
C (-0.14, -2.36, -2.59)
C (0.25, -1.57, -1.52)
N (-0.60, -0.54, -1.38)
H (-3.41, 0.16, -3.30)
H (-3.22, 0.39, -1.26)
H (-2.66, 2.54, -4.39)
H (-1.11, 4.70, -3.67)
H (-0.20, 4.02, -1.19)
H (-1.94, -2.02, -3.90)
H (0.32, -3.26, -2.95)
H (1.08, -1.69, -0.84)
C (3.99, -3.09, -3.63)
C (4.39, -2.30, -2.56)
C (3.90, -1.02, -2.42)
C (2.98, -0.51, -3.35)
C (2.58, -1.31, -4.44)
C (3.09, -2.59, -4.58)
Si (2.32, 1.14, -3.16)
C (3.29, 2.35, -2.25)
C (2.70, 3.23, -1.32)
C (3.47, 4.17, -0.68)
C (4.83, 4.27, -0.94)
C (5.43, 3.41, -1.86)
C (4.67, 2.45, -2.51)
H (4.38, -4.09, -3.74)
H (5.10, -2.69, -1.83)
H (4.24, -0.40, -1.59)
H (1.88, -0.93, -5.17)
H (2.79, -3.20, -5.42)
H (1.03, 1.49, -3.77)
H (1.64, 3.15, -1.11)
H (3.01, 4.86, 0.02)
H (5.43, 5.02, -0.45)
H (6.49, 3.49, -2.08)
H (5.14, 1.80, -3.24)
C (2.38, 1.58, 2.96)
C (3.27, 0.96, 1.88)
C (2.26, 0.48, 0.85)
O (1.07, 1.29, 1.04)
C (1.29, 2.22, 2.12)
H (2.89, 2.30, 3.60)
H (1.96, 0.79, 3.59)
H (3.88, 0.14, 2.25)
H (3.93, 1.72, 1.46)
H (1.99, -0.56, 0.99)
H (2.61, 0.63, -0.18)
H (0.36, 2.38, 2.65)
H (1.64, 3.17, 1.70)

Computed properties:
LUMO energy (spin up / spin down): -6.8328 / -6.8326 eV
ΔE to the lowest compared entry with this formula, charge and spin: 60.96 kcal/mol
total charge: +2
Kohn-Sham gap (spin up / spin down): 0.2163 / 0.2166 hartree
electronic energy: -75055.919 eV
highest occupied orbital energy (spin up / spin down): -12.72 / -12.73 eV